Record 1
2 unconnected molecules or ions with the total composition C9H10N2O4 at a distorted geometry. Source: the Open Molecules 2025 dataset; level of theory: ωB97M-V/def2-TZVPD.

## Properties
Energy above the lowest of the compared OMol25 structures with the same formula, charge and spin: 990.7 kJ/mol
Calculated total energy: -759.0289 Eh
HOMO energy (alpha / beta): -8.7870 / -9.5397 eV
LUMO energy (alpha / beta): -2.87 / -0.89 eV
Multiplicity: 1

Geometry as XYZ:
```
25
Properties=species:S:1:pos:R:3:forces:R:3:lowdin_charge:R:1
C -2.77340 1.97577 -0.58098 -0.468 -0.119 -1.215 -0.089
C -1.68780 2.62089 -0.08128 1.734 -0.563 -0.316 -0.065
C -2.70051 0.63792 -0.94590 0.936 -0.399 0.951 -0.028
C -0.45349 1.91343 -0.02968 1.503 6.536 1.518 -0.096
C -1.53978 -0.12480 -0.64891 -2.627 -0.373 -1.808 -0.250
C -0.51289 0.66388 -0.28515 1.504 -4.324 -0.039 0.051
C -1.65452 -1.61073 -0.88507 -0.484 -0.807 0.797 -0.043
C 2.46586 -1.99503 0.37784 0.115 -2.690 2.853 -0.020
C 2.04319 -0.67919 0.75711 0.148 0.716 -0.555 -0.091
N 1.37981 -0.44978 1.97175 -1.520 0.147 0.945 -0.371
N 2.68306 0.42829 0.02762 -0.071 -0.270 -0.259 -0.328
O 1.39452 0.66440 2.42318 0.409 1.085 0.596 0.102
O 2.46327 1.59179 0.25788 0.096 0.043 0.265 0.071
O 0.73133 -1.36210 2.48633 0.595 -0.370 -0.589 0.063
O 3.41190 0.02760 -0.87101 0.066 0.064 0.008 0.068
H -3.56994 2.58471 -0.95494 -0.798 0.071 0.325 0.104
H -1.62609 3.67296 0.05586 -0.328 0.684 0.232 0.099
H -3.49249 0.09807 -1.42079 -0.588 0.039 -0.092 0.104
H 0.48078 2.61914 0.14581 -1.775 -2.115 -0.188 0.158
H -1.73241 -2.08121 0.11745 0.142 -0.021 -0.592 0.095
H -2.49883 -2.02561 -1.50056 0.274 1.247 0.719 0.096
H -0.82707 -2.03152 -1.39948 1.250 -0.222 -0.138 0.054
H 3.51598 -2.17555 0.51865 1.102 0.746 -0.004 0.097
H 2.35979 -2.12425 -0.65096 -0.679 -0.765 -1.636 0.075
H 2.13971 -2.83907 1.11522 -0.539 1.661 -1.776 0.143
```
Positions in Å, forces in eV/Å.

***

Record 2
A gas-phase ion, C9H10N3 (charge +1) at a distorted geometry. Source: the Open Molecules 2025 dataset; level of theory: ωB97M-V/def2-TZVPD.

## Properties
Energy above the lowest of the compared OMol25 structures with the same formula, charge and spin: 371.4 kJ/mol
Calculated total energy: -512.7836 Eh
HOMO energy: -11.7986 eV
Charge: +1
Structure (SMILES): c1ccc(Cc2n[nH]c[nH+]2)cc1
LUMO energy: -4.25 eV
Multiplicity: 1

Geometry as XYZ:
```
22
Properties=species:S:1:pos:R:3:forces:R:3:lowdin_charge:R:1
C 0.49505 2.91280 1.73217 -1.135 -1.891 -1.635 -0.050
C -0.68758 2.02845 2.24874 1.085 -0.721 -3.627 -0.045
C -1.29185 0.98064 1.28746 3.455 2.356 -1.621 -0.022
C -0.65853 0.86896 -0.13615 0.834 1.402 1.379 -0.192
C -1.27321 -0.25603 -1.13153 1.024 0.175 1.643 -0.085
C -0.48510 -1.60270 -0.80999 -0.271 -0.724 0.328 -0.158
N -0.79048 -2.64433 0.10418 1.900 3.062 -3.479 0.124
N 0.26498 -3.52568 -0.01429 2.202 3.362 -3.644 0.042
C 1.20308 -3.04755 -0.96602 -0.923 0.079 0.625 0.033
N 0.77899 -1.79441 -1.54246 -2.361 -5.026 5.107 0.175
C 0.52208 1.72233 -0.65058 -1.631 0.172 3.588 -0.047
C 1.10935 2.78637 0.30364 -3.014 -2.340 1.394 -0.050
H 0.92276 3.69920 2.45513 -0.735 -1.414 -1.370 0.100
H -1.12543 2.12837 3.30631 0.936 -0.002 -1.895 0.103
H -2.15032 0.27198 1.52392 1.305 1.245 -0.098 0.102
H -2.38716 -0.33151 -0.90611 1.578 -0.212 -0.597 0.130
H -1.03584 0.03877 -2.20583 -0.593 -0.525 1.383 0.120
H 0.31839 -4.39585 0.54595 -0.024 0.869 -0.574 0.190
H 2.15370 -3.62573 -1.18996 -1.435 1.056 0.172 0.164
H 1.24115 -1.18926 -2.23276 -0.252 -0.535 0.547 0.174
H 0.90895 1.51151 -1.71488 -0.594 0.675 1.892 0.094
H 1.96704 3.46365 -0.00692 -1.351 -1.064 0.482 0.096
```
Positions in Å, forces in eV/Å.

***

Record 3
2 unconnected molecules or ions with the total composition C9H10N3O4 at a distorted geometry. Source: the Open Molecules 2025 dataset; level of theory: ωB97M-V/def2-TZVPD.

## Properties
Calculated total energy: -814.2016 Eh
HOMO energy (alpha / beta): -3.8214 / -3.8225 eV
Charge: -1
LUMO energy (alpha / beta): 3.33 / 3.33 eV
Multiplicity: 1

Geometry as XYZ:
```
26
Properties=species:S:1:pos:R:3:forces:R:3:lowdin_charge:R:1
C 0.76976 -0.25798 -3.10390 1.458 0.378 -1.944 -0.075
C 0.42944 -0.71768 -1.89850 -0.832 1.404 1.491 -0.018
C 0.45812 1.05594 -3.49678 -1.685 -1.818 2.716 -0.147
C -0.69746 1.36804 -1.53776 -1.144 0.419 0.774 -0.104
C -0.28254 0.15504 -1.00445 0.071 -2.280 -1.217 -0.164
C 1.57408 0.78462 1.10384 0.007 1.330 0.006 -0.560
C -0.98941 -1.99696 0.48791 0.117 0.777 1.071 -0.653
C 1.22966 -0.54881 1.47188 -1.546 -3.611 -0.802 -0.109
C -0.69391 -0.45394 0.25001 1.453 1.026 1.378 -0.153
N -0.37192 1.78643 -2.76988 0.325 0.709 0.639 0.044
N 0.72920 -1.11913 2.69352 1.657 3.253 -0.092 0.068
N -1.32146 0.44465 1.16273 -0.993 -1.181 -0.025 0.056
O 0.77721 1.77874 1.60833 3.036 1.774 -1.054 0.066
O -1.39762 -2.10604 1.67499 -0.965 -0.456 -0.140 -0.096
O 2.45805 1.07857 0.30197 -0.997 -0.306 0.865 0.049
O -0.73505 -2.90515 -0.30679 0.138 0.715 -0.569 -0.019
H 1.35550 -0.97894 -3.69318 -0.230 0.796 -0.298 0.107
H 0.72641 -1.71085 -1.68532 -0.166 -0.685 0.870 0.100
H 0.70753 1.47598 -4.38244 0.990 0.982 -2.807 0.057
H -1.45044 2.00635 -0.94516 1.337 -0.814 -1.129 0.124
H 1.82834 -1.23270 0.86838 -0.127 -0.074 0.302 0.128
H 0.14173 -0.39663 3.09750 -0.015 -0.061 0.412 0.063
H 0.11488 -1.91378 2.65199 -0.161 -0.585 -1.037 0.044
H -2.15144 0.04554 1.57516 0.031 -0.121 0.122 0.097
H -1.42829 1.40249 0.88226 -0.199 -0.087 -0.504 0.064
H 0.02112 1.50666 2.07122 -1.559 -1.482 0.971 0.030
```
Positions in Å, forces in eV/Å.

***

Question: What is the multiplicity in the second record?
Answer: 1